Entry 1:
This record from the OMol25 dataset describes an isolated molecule of C3H10N2S. The level of theory is ωB97M-V with the def2-TZVPD basis set.

Results
- LUMO energy: 0.88 eV
- Structure (SMILES): NC[C@H](N)CS
- Frontier orbital gap: 9.797 eV
- Multiplicity: 1
- Total charge: 0
- Highest occupied orbital energy: -8.92 eV

Geometry (Å):
N 2.20992 -0.29367 1.19767
C 1.13679 0.44353 0.61040
C -0.19974 -0.20394 0.15652
N 0.06087 -1.47020 -0.55136
C -1.35459 0.58775 -0.63635
S -2.93571 -0.19021 -0.31327
H 1.95244 -0.67429 2.08910
H 3.10847 0.22016 1.23059
H 1.58818 0.90102 -0.23936
H 0.76286 1.32939 1.12541
H -0.65315 -0.42876 1.12978
H 0.82467 -1.30382 -1.22694
H -0.76546 -1.57901 -1.22173
H -1.14601 0.65429 -1.67438
H -1.40680 1.62803 -0.23163
H -3.18275 0.37972 -1.44444

---

Entry 2:
This record from the OMol25 dataset describes an isolated molecule of CH3BCl2. The level of theory is ωB97M-V with the def2-TZVPD basis set.

Results
- LUMO energy: -0.27 eV
- Frontier orbital gap: 8.128 eV
- Multiplicity: 1
- Total charge: 0
- Highest occupied orbital energy: -8.39 eV

Geometry (Å):
B -1.52515 0.45439 0.26209
C 1.69017 -0.66715 0.14120
Cl -0.48321 -0.75888 -0.29723
Cl 2.38994 0.69354 -0.50993
H -2.76056 0.38090 0.41706
H -1.08683 1.37872 0.63328
H 1.77564 -1.48152 -0.64648

---

Entry 3:
This record from the OMol25 dataset describes a structure of composition C4H6NO. The level of theory is ωB97M-V with the def2-TZVPD basis set.

Results
- LUMO energy (spin up / spin down): -5.80 / -5.80 eV
- Frontier orbital gap (spin up / spin down): 8.644 / 8.645 eV
- Multiplicity: 1
- Total charge: +1
- Highest occupied orbital energy (spin up / spin down): -14.44 / -14.44 eV

Geometry (Å):
C -0.77437 0.47469 0.40645
C 0.14041 -0.66060 0.06729
C -1.59210 -0.09090 -0.78097
C 1.51764 -0.82497 0.01858
N -2.17264 -0.26974 0.58269
O -0.66774 -1.22373 -0.82940
H -0.96214 1.37254 0.98059
H 1.89025 -1.57577 -0.69027
H 1.97128 -1.21335 1.01956
H 1.98156 0.16816 -0.13278
H -2.25696 -1.25539 1.01645
H -2.90410 0.38966 0.82040

---

Entry 4:
This record from the OMol25 dataset describes a structure of composition C2H2Cl3O6Pt. The level of theory is ωB97M-V with the def2-TZVPD basis set.

Results
- LUMO energy (spin up / spin down): 7.66 / 7.66 eV
- Frontier orbital gap (spin up / spin down): 5.767 / 6.368 eV
- Multiplicity: 3
- Total charge: -3
- Highest occupied orbital energy (spin up / spin down): 1.90 / 1.29 eV

Geometry (Å):
Pt -0.85085 -1.35064 0.18518
Cl -0.67747 -3.69228 -1.03792
Cl -1.70825 -1.95255 2.60141
Cl -3.02809 -0.58253 -1.26601
O 3.03401 -0.29310 -0.84237
C 1.78657 -0.80428 -0.61561
O 1.53588 -1.36558 0.46458
O 0.87239 -0.51490 -1.41628
H 2.99512 0.25343 -1.62988
O -1.49802 2.77514 0.35148
C -0.53314 2.04028 1.03641
O 0.37623 2.64296 1.64913
O -0.61995 0.79882 0.80098
H -1.68441 2.04521 -0.28110

---

Entry 5:
This record from the OMol25 dataset describes an isolated molecule of C4H7ClS. The level of theory is ωB97M-V with the def2-TZVPD basis set.

Results
- LUMO energy: 0.49 eV
- Structure (SMILES): SC/C=C\CCl
- Frontier orbital gap: 9.828 eV
- Multiplicity: 1
- Total charge: 0
- Highest occupied orbital energy: -9.34 eV

Geometry (Å):
S -2.10340 -0.77155 -0.27657
C -1.12555 0.55576 0.80748
C -0.31439 1.09784 -0.37607
C 0.72306 0.34147 -0.85463
C 1.43754 -0.87487 -0.25771
Cl 3.15895 -0.27602 0.13708
H -2.80133 -1.49388 0.87854
H -0.46210 0.24524 1.59119
H -1.84357 1.32635 1.20398
H -0.57504 2.12362 -0.94357
H 1.24713 0.62156 -1.85713
H 1.66911 -1.82053 -0.95073
H 0.98959 -1.07500 0.89814

---

It is found that the relative energy (zero: lowest compared OMol25 entry of this formula, charge and spin) values, taken in the order of the records, are 30.5 87.4 106.4 14.0 50.0 kcal per mole.
It is found that the E values, taken in the order of the records, are -627.9460 -984.9809 -285.5526 -2028.7529 -1014.8892 hartree.